1.
{"formula": "C48H96O12", "method": "wB97M-V/def2-TZVPD", "homo_energy_ev": -9.1123, "relative_energy_kcal_mol": 151.0, "smiles": "C1CCOC1.C1CCOC1.C1CCOC1.C1CCOC1.C1CCOC1.C1CCOC1.C1CCOC1.C1CCOC1.C1CCOC1.C1CCOC1.C1CCOC1.C1CCOC1", "total_energy_ev": -75891.85555, "multiplicity": 1, "orbital_gap_ev": 9.6, "symbols": ["O", "O", "O", "O", "O", "O", "O", "O", "O", "O", "O", "O", "C", "C", "C", "C", "C", "C", "C", "C", "C", "C", "C", "C", "C", "C", "C", "C", "C", "C", "C", "C", "C", "C", "C", "C", "C", "C", "C", "C", "C", "C", "C", "C", "C", "C", "C", "C", "C", "C", "C", "C", "C", "C", "C", "C", "C", "C", "C", "C", "H", "H", "H", "H", "H", "H", "H", "H", "H", "H", "H", "H", "H", "H", "H", "H", "H", "H", "H", "H", "H", "H", "H", "H", "H", "H", "H", "H", "H", "H", "H", "H", "H", "H", "H", "H", "H", "H", "H", "H", "H", "H", "H", "H", "H", "H", "H", "H", "H", "H", "H", "H", "H", "H", "H", "H", "H", "H", "H", "H", "H", "H", "H", "H", "H", "H", "H", "H", "H", "H", "H", "H", "H", "H", "H", "H", "H", "H", "H", "H", "H", "H", "H", "H", "H", "H", "H", "H", "H", "H", "H", "H", "H", "H", "H", "H"], "positions_angstrom": [[6.747, 0.962, -0.538], [-3.134, 1.412, -5.370], [3.305, 3.171, -4.288], [-2.482, 3.174, -1.170], [-1.831, -4.571, -1.658], [-0.416, 2.277, 5.215], [-5.823, -2.720, -0.434], [-4.591, 1.219, 2.288], [5.310, -2.797, 3.038], [0.894, -4.959, -3.426], [-1.180, -2.403, 4.471], [1.595, -0.480, 0.955], [-5.831, -1.270, -0.248], [2.027, -4.207, -3.071], [1.875, 0.439, -0.072], [1.038, -3.076, -4.975], [-1.751, -2.223, 5.713], [0.723, -2.511, 5.780], [-1.275, -4.943, 0.487], [-4.154, -1.686, -1.833], [-4.709, -3.056, -1.212], [-0.941, -4.092, -0.621], [0.736, 2.796, 3.350], [2.155, 3.104, -3.401], [4.315, 4.087, -3.769], [5.424, -2.666, 4.445], [6.654, 2.141, 1.373], [-1.373, 2.025, 4.182], [-5.845, 1.725, 2.667], [-3.137, 0.045, -5.081], [-1.927, 4.833, -2.724], [-0.840, 0.918, -4.881], [0.515, 0.982, -0.579], [0.493, -1.173, 0.552], [7.445, 1.945, 0.138], [0.557, -4.514, -4.740], [4.182, -1.829, 4.845], [1.711, -2.833, -3.678], [-2.386, -5.879, -1.459], [3.988, -1.027, 3.584], [-1.491, -6.255, -0.268], [-1.772, 1.801, -5.766], [4.181, 3.733, -2.266], [5.233, 1.716, 1.029], [5.491, 0.673, -0.005], [0.952, 2.584, 4.859], [2.734, 3.496, -2.039], [0.225, -2.389, 4.348], [4.171, -2.098, 2.511], [-3.938, 1.981, 1.366], [-0.579, -2.561, 6.678], [-0.382, -0.099, -0.179], [-0.957, 4.866, -1.502], [-6.184, 2.689, 1.517], [-5.344, -0.753, -1.605], [-0.457, 2.007, 2.967], [-1.941, 0.054, -4.195], [-2.763, 3.582, -2.517], [-1.874, 4.224, -0.430], [-4.925, 3.102, 0.997], [-3.842, -1.887, -2.857], [7.038, 1.451, 2.124], [-1.193, -3.054, -0.402], [1.591, 2.500, 2.742], [-6.775, 3.549, 1.832], [-0.697, -3.558, 7.103], [4.430, -1.676, 1.540], [3.289, -2.452, 4.886], [-2.019, -1.168, 5.774], [-4.942, -3.877, -1.890], [-4.091, -0.203, -4.616], [-0.547, -6.681, -0.607], [-2.468, -6.488, -2.359], [-1.594, 1.589, -6.821], [0.244, 1.984, -0.247], [-2.015, -6.876, 0.458], [4.437, -1.370, 5.800], [-0.107, -1.484, 1.407], [1.522, 1.679, 5.068], [-2.229, 0.439, -3.218], [-2.003, 1.140, 4.271], [4.720, 1.359, 1.923], [0.766, -1.987, -0.119], [3.291, -2.742, 2.488], [0.472, 1.052, -1.666], [-0.941, -0.649, -0.937], [1.296, 3.530, 5.276], [7.313, 2.868, -0.428], [-1.673, 2.874, -5.601], [-2.573, 5.025, -0.189], [2.462, 1.219, 0.413], [-0.230, 1.489, -4.182], [2.437, 2.839, -1.221], [-2.351, 2.921, -3.279], [-3.174, 2.407, 2.016], [-0.127, 0.296, -5.421], [0.412, -1.381, 3.977], [-5.169, -0.949, 0.556], [0.741, 3.860, 3.113], [-2.213, -4.658, 0.963], [-3.482, 1.496, 0.503], [-3.903, -3.466, -0.605], [0.932, -5.237, -5.464], [2.557, 0.021, -0.812], [0.193, -2.413, -5.160], [5.343, 3.885, -4.071], [3.053, -0.499, 3.392], [5.319, -3.637, 4.929], [-4.675, 4.058, 1.457], [6.837, 3.188, 1.613], [2.250, 4.440, -1.787], [4.787, -0.285, 3.572], [-6.796, 2.002, 0.932], [-6.777, -0.842, 0.084], [4.705, 2.585, 0.638], [2.634, -2.257, -3.755], [6.390, -2.193, 4.625], [0.697, -3.100, 3.670], [4.760, 2.827, -2.089], [-0.640, 5.884, -1.275], [1.784, 2.080, -3.449], [4.699, 0.814, -0.741], [-1.278, 4.821, -3.600], [-2.588, -2.818, 6.079], [-0.427, -1.835, 7.477], [-0.487, -5.114, 1.220], [-3.157, -0.753, -5.824], [-1.654, -0.968, -3.948], [-0.954, 2.406, 2.082], [-3.157, -1.475, -1.446], [5.429, -0.277, 0.525], [-5.573, 2.299, 3.552], [-5.135, 0.316, -1.583], [-1.119, 0.342, 0.492], [8.472, 1.589, 0.212], [-3.827, 3.811, -2.581], [-1.304, 3.860, 0.425], [-0.071, 4.266, -1.708], [-4.909, 3.297, -0.075], [-2.572, 5.711, -2.759], [0.100, -4.176, -0.936], [1.711, -2.914, -5.817], [-6.197, -0.909, -2.265], [2.812, -4.737, -3.609], [0.978, -2.321, -3.055], [4.113, 5.098, -4.125], [1.386, -3.371, 5.872], [-6.575, 0.947, 2.894], [4.652, 4.648, -1.906], [-0.530, -4.599, -4.724], [-3.413, -5.831, -1.096], [2.351, -4.218, -2.030], [1.266, -1.592, 6.001], [1.336, 3.717, -3.778], [-2.114, 2.817, 4.076], [-0.160, 0.985, 2.729]], "lowdin_charge": [-0.114, -0.142, -0.158, -0.169, -0.168, -0.155, -0.130, -0.146, -0.149, -0.154, -0.144, -0.130, -0.181, -0.209, -0.185, -0.165, -0.210, -0.154, -0.185, -0.136, -0.194, -0.225, -0.183, -0.173, -0.159, -0.192, -0.173, -0.179, -0.176, -0.239, -0.157, -0.119, -0.155, -0.215, -0.234, -0.182, -0.161, -0.183, -0.167, -0.188, -0.159, -0.143, -0.173, -0.169, -0.219, -0.140, -0.171, -0.206, -0.173, -0.217, -0.123, -0.159, -0.138, -0.193, -0.156, -0.184, -0.194, -0.165, -0.193, -0.188, 0.087, 0.118, 0.101, 0.101, 0.121, 0.099, 0.098, 0.085, 0.109, 0.116, 0.115, 0.119, 0.119, 0.113, 0.101, 0.109, 0.118, 0.121, 0.111, 0.101, 0.114, 0.098, 0.106, 0.116, 0.098, 0.094, 0.118, 0.116, 0.106, 0.120, 0.097, 0.071, 0.086, 0.095, 0.093, 0.101, 0.101, 0.107, 0.111, 0.126, 0.109, 0.086, 0.116, 0.118, 0.094, 0.117, 0.100, 0.114, 0.119, 0.118, 0.104, 0.104, 0.114, 0.115, 0.105, 0.115, 0.119, 0.115, 0.107, 0.112, 0.093, 0.099, 0.097, 0.117, 0.101, 0.124, 0.123, 0.097, 0.080, 0.086, 0.107, 0.117, 0.104, 0.101, 0.132, 0.125, 0.105, 0.079, 0.109, 0.109, 0.108, 0.113, 0.117, 0.118, 0.104, 0.115, 0.100, 0.124, 0.115, 0.118, 0.099, 0.117, 0.096, 0.106, 0.107, 0.106]}

2.
{"formula": "CH6S2Si", "method": "wB97M-V/def2-TZVPD", "homo_energy_ev": [-8.0876, -8.0878], "relative_energy_kcal_mol": 85.4, "total_energy_ev": -30678.55418, "multiplicity": 1, "orbital_gap_ev": [6.2, 6.2], "symbols": ["S", "S", "Si", "C", "H", "H", "H", "H", "H", "H"], "positions_angstrom": [[1.964, 2.067, 2.226], [-0.964, -0.738, -2.355], [0.071, 0.492, 0.325], [-0.669, -1.171, -0.658], [-1.567, -1.695, -0.256], [-0.725, 1.216, 1.293], [0.177, -2.017, -0.624], [-1.760, 0.307, -2.087], [1.149, 0.572, -0.695], [2.326, 0.968, 2.830]], "nbo_charge": [-0.618, 0.052, 1.081, -1.010, 0.241, -0.109, 0.268, 0.111, -0.124, 0.108]}

3.
{"formula": "C4H21N2O6", "method": "wB97M-V/def2-TZVPD", "homo_energy_ev": -5.6254, "relative_energy_kcal_mol": 26.7, "total_energy_ev": -19755.12456, "multiplicity": 1, "total_charge": -1, "orbital_gap_ev": 9.0, "symbols": ["O", "O", "O", "O", "O", "O", "N", "N", "C", "C", "C", "C", "H", "H", "H", "H", "H", "H", "H", "H", "H", "H", "H", "H", "H", "H", "H", "H", "H", "H", "H", "H", "H"], "positions_angstrom": [[-1.659, 3.068, 1.124], [-3.243, 0.843, 0.768], [1.756, -0.995, 2.621], [-1.804, -1.399, -0.050], [-0.719, -1.952, 2.077], [-0.224, -3.258, -1.097], [0.635, 0.157, -3.543], [0.541, 1.409, -1.376], [1.288, 0.772, 1.020], [0.906, 1.378, -2.789], [2.149, -0.473, 1.349], [1.635, 1.226, -0.410], [-1.030, -1.542, 1.103], [-2.779, 0.108, 0.295], [-0.790, -2.681, -0.521], [-1.071, 3.162, 0.359], [1.976, 1.556, -2.949], [0.390, 2.240, -3.270], [2.320, 0.500, -0.876], [0.065, -2.654, -1.779], [2.293, 2.107, -0.343], [-3.197, 0.684, 1.713], [-0.908, -2.884, 1.923], [2.156, -1.163, 0.519], [3.194, -0.184, 1.459], [0.878, -1.461, 2.618], [-2.610, -1.893, 0.127], [-0.333, -0.005, -3.809], [0.787, -0.755, -3.130], [0.226, 0.610, 1.113], [-0.304, 0.922, -1.121], [-2.145, 2.301, 0.735], [1.580, 1.518, 1.788]], "nbo_charge": [-0.979, -1.007, -0.786, -1.202, -1.063, -0.999, -0.870, -0.683, -0.436, -0.046, -0.041, -0.205, 0.502, 0.522, 0.505, 0.457, 0.177, 0.175, 0.147, 0.445, 0.167, 0.476, 0.452, 0.156, 0.153, 0.519, 0.440, 0.354, 0.358, 0.225, 0.389, 0.493, 0.203]}